{
  "formula": "C11H15NS",
  "method": "ωB97M-V/def2-TZVPD",
  "symbols": ["C", "C", "C", "C", "C", "C", "C", "C", "C", "N", "H", "H", "H", "H", "H", "H", "H", "H", "H", "C", "C", "S", "H", "H", "H", "H", "H", "H"],
  "coordinates": [[3.72, 0.84, 2.18], [1.70, 1.11, 0.63], [2.94, 1.49, 1.07], [1.37, 1.98, -0.49], [3.35, 2.51, 0.20], [-0.43, 0.12, 0.49], [-0.73, 0.99, -0.63], [0.77, 0.13, 1.09], [0.20, 1.83, -1.19], [2.37, 2.86, -0.67], [-1.19, -0.61, 0.75], [-1.75, 0.94, -0.99], [1.07, -0.58, 1.85], [-0.02, 2.43, -2.08], [3.29, -0.12, 2.42], [3.68, 1.46, 3.08], [4.31, 3.03, 0.16], [2.59, 3.37, -1.52], [4.77, 0.69, 1.93], [-3.48, -2.27, -0.70], [-3.00, -3.56, -1.34], [-5.17, -1.93, -1.19], [-3.53, -2.42, 0.37], [-2.83, -1.44, -0.92], [-2.93, -3.48, -2.41], [-5.45, -1.15, -0.14], [-3.62, -4.38, -1.01], [-2.01, -3.83, -0.96]],
  "lumo_ev": [-3.812, -7.033],
  "orbital_gap_ev": [7.2, 4.0],
  "charge": 1,
  "spin_multiplicity": 2
}

---

{
  "formula": "C22H19F3O2S",
  "method": "ωB97M-V/def2-TZVPD",
  "symbols": ["C", "C", "C", "C", "C", "C", "C", "C", "C", "C", "C", "C", "C", "C", "C", "C", "C", "C", "C", "S", "O", "O", "C", "F", "F", "F", "C", "C", "H", "H", "H", "H", "H", "H", "H", "H", "H", "H", "H", "H", "H", "H", "H", "H", "H", "H", "H"],
  "coordinates": [[-4.94, -3.20, 0.60], [-3.67, -2.42, 0.49], [-3.55, -1.19, 1.13], [-2.37, -0.45, 1.08], [-1.27, -0.89, 0.33], [0.10, -0.10, 0.45], [1.34, -1.04, 0.48], [2.63, -0.53, 0.27], [3.77, -1.33, 0.33], [3.65, -2.67, 0.67], [2.38, -3.20, 0.95], [1.25, -2.39, 0.90], [0.20, 1.07, -0.48], [1.39, 2.07, -0.47], [2.18, 2.15, -1.65], [3.39, 2.85, -1.64], [3.80, 3.57, -0.52], [2.92, 3.65, 0.58], [1.71, 2.96, 0.58], [-1.17, 2.44, -0.30], [-0.68, 3.73, -0.73], [-1.73, 2.31, 1.02], [-2.51, 2.08, -1.59], [-3.55, 2.89, -1.34], [-2.95, 0.80, -1.57], [-2.02, 2.34, -2.82], [-1.40, -2.09, -0.39], [-2.57, -2.86, -0.27], [-4.81, -4.28, 0.58], [-5.49, -2.95, 1.52], [-5.62, -2.95, -0.23], [-4.38, -0.81, 1.73], [-2.30, 0.45, 1.68], [0.03, 0.30, 1.46], [2.77, 0.51, 0.02], [4.74, -0.87, 0.10], [4.54, -3.30, 0.75], [2.27, -4.26, 1.21], [0.27, -2.83, 1.12], [0.00, 0.77, -1.53], [1.82, 1.63, -2.54], [4.02, 2.81, -2.55], [4.75, 4.12, -0.52], [3.19, 4.28, 1.43], [1.01, 3.14, 1.40], [-0.55, -2.47, -0.97], [-2.60, -3.84, -0.74]],
  "lumo_ev": 0.630,
  "orbital_gap_ev": 9.6,
  "smiles": "Cc1ccc([C@@H](c2ccccc2)[C@H](c2ccccc2)S(=O)(=O)C(F)(F)F)cc1"
}

---

{
  "formula": "C17H18BrN3O5Ru",
  "method": "ωB97M-V/def2-TZVPD",
  "symbols": ["Ru", "O", "C", "O", "C", "C", "C", "C", "C", "N", "C", "O", "O", "H", "H", "H", "H", "H", "O", "C", "C", "C", "N", "C", "Br", "C", "H", "H", "H", "H", "C", "C", "C", "C", "C", "N", "H", "H", "H", "H", "H", "H", "H", "H", "H"],
  "coordinates": [[-0.80, -0.53, -0.12], [-1.19, 1.88, 3.17], [-0.89, 1.13, 2.17], [-1.72, 0.64, 1.38], [0.57, 0.86, 1.97], [1.64, 1.23, 2.76], [2.91, 0.81, 2.36], [3.08, 0.06, 1.19], [1.96, -0.26, 0.45], [0.76, 0.15, 0.86], [1.84, -1.07, -0.82], [2.86, -1.49, -1.48], [0.70, -1.32, -1.28], [-2.15, 2.05, 3.26], [1.50, 1.82, 3.66], [3.78, 1.07, 2.95], [4.07, -0.26, 0.90], [3.73, -1.26, -1.13], [-2.61, -5.72, 2.39], [-2.13, -4.58, 2.00], [-1.32, -3.73, 2.78], [-0.87, -2.55, 2.25], [-1.17, -2.17, 0.99], [-1.97, -2.99, 0.27], [-2.40, -2.20, -1.41], [-2.47, -4.18, 0.69], [-2.37, -5.97, 3.30], [-1.04, -4.00, 3.79], [-0.25, -1.89, 2.83], [-3.12, -4.79, 0.07], [-2.94, 3.48, -2.89], [-1.43, 3.19, -2.86], [-0.90, 2.82, -4.25], [-0.65, 4.38, -2.27], [-1.22, 2.03, -1.98], [-1.06, 1.10, -1.32], [-3.09, 4.34, -3.55], [-3.33, 3.73, -1.91], [-3.50, 2.64, -3.30], [-1.05, 3.68, -4.91], [-1.44, 1.97, -4.67], [0.17, 2.59, -4.23], [-0.81, 5.24, -2.91], [0.42, 4.18, -2.23], [-1.00, 4.64, -1.27]],
  "lumo_ev": [-10.815, -12.170],
  "orbital_gap_ev": [8.2, 6.9],
  "charge": 3,
  "spin_multiplicity": 2
}

---

{
  "formula": "C4H8O2S",
  "method": "ωB97M-V/def2-TZVPD",
  "symbols": ["O", "C", "O", "C", "C", "C", "S", "H", "H", "H", "H", "H", "H", "H", "H"],
  "coordinates": [[-0.66, -2.53, 0.69], [0.14, -2.09, -0.09], [1.06, -2.81, -0.74], [0.29, -0.61, -0.58], [-0.18, 0.47, 0.46], [0.10, 1.82, -0.11], [-0.87, 3.13, 0.82], [1.29, -3.63, -0.30], [1.34, -0.58, -0.90], [-0.38, -0.47, -1.43], [0.23, 0.33, 1.46], [-1.24, 0.26, 0.57], [1.10, 2.22, 0.07], [-0.18, 1.81, -1.16], [-2.04, 2.67, 1.25]],
  "lumo_ev": 0.616,
  "orbital_gap_ev": 9.7,
  "smiles": "O=C(O)CCCS"
}

---

{
  "formula": "C4H13N3",
  "method": "ωB97M-V/def2-TZVPD",
  "symbols": ["C", "C", "C", "C", "N", "N", "N", "H", "H", "H", "H", "H", "H", "H", "H", "H", "H", "H", "H", "H"],
  "coordinates": [[-1.09, 1.19, -0.83], [-0.01, 0.00, -1.03], [0.19, -1.03, 0.15], [0.20, -0.59, 1.47], [1.24, -1.17, 2.50], [0.32, -2.31, -0.26], [-1.01, 2.30, -1.76], [-2.17, 1.02, -0.63], [-0.80, 1.61, 0.14], [1.06, 0.29, -1.33], [-0.42, -0.59, -1.83], [-0.20, 0.37, 1.75], [1.55, -2.16, 2.35], [2.02, -0.46, 2.36], [1.32, -1.09, 3.51], [0.95, -2.34, -1.06], [0.10, -3.09, 0.25], [-1.32, 3.22, -1.35], [-1.85, 2.35, -2.31], [-0.07, 2.47, -2.10]],
  "lumo_ev": [-13.143, -16.176],
  "orbital_gap_ev": [11.0, 8.5],
  "charge": 3,
  "spin_multiplicity": 2
}

---

{
  "formula": "C3H4N2OS",
  "method": "ωB97M-V/def2-TZVPD",
  "symbols": ["O", "C", "N", "N", "C", "C", "S", "H", "H", "H", "H"],
  "coordinates": [[2.07, 0.43, 0.86], [0.84, 0.00, 0.55], [0.25, -1.01, 1.20], [-0.91, -1.14, 0.57], [-1.08, -0.31, -0.45], [0.06, 0.48, -0.48], [0.55, 1.82, -1.56], [2.32, -0.07, 1.66], [-1.51, -1.84, 0.97], [-2.01, -0.27, -1.02], [-0.58, 1.92, -2.29]],
  "lumo_ev": 0.784,
  "orbital_gap_ev": 9.1,
  "smiles": "Oc1n[nH]cc1S"
}

---

{
  "formula": "C29H22N4O5PRe",
  "method": "ωB97M-V/def2-TZVPD",
  "symbols": ["Re", "O", "C", "O", "C", "C", "C", "C", "C", "N", "C", "O", "O", "H", "H", "H", "H", "H", "C", "C", "C", "C", "C", "C", "P", "C", "C", "C", "C", "C", "C", "C", "C", "C", "C", "C", "C", "H", "H", "H", "H", "H", "H", "H", "H", "H", "H", "H", "H", "H", "H", "H", "N", "C", "O", "C", "C", "N", "C", "N", "H", "H"],
  "coordinates": [[1.81, -0.09, 1.36], [4.27, 0.93, -1.84], [3.53, 0.89, -0.79], [3.02, -0.15, -0.33], [3.30, 2.14, -0.04], [3.83, 3.40, -0.29], [3.52, 4.42, 0.60], [2.71, 4.16, 1.70], [2.23, 2.87, 1.88], [2.51, 1.89, 1.01], [1.44, 2.30, 3.00], [1.00, 2.96, 4.02], [1.21, 1.08, 2.94], [4.40, 0.06, -2.25], [4.48, 3.56, -1.14], [3.91, 5.42, 0.44], [2.49, 4.95, 2.41], [1.22, 3.90, 4.04], [-3.21, -4.58, -1.29], [-1.92, -4.51, -1.89], [-0.95, -3.68, -1.41], [-1.18, -1.39, 0.05], [-2.48, -1.46, 0.40], [-3.57, -3.62, -0.34], [-0.14, 0.11, 0.11], [0.24, 0.55, -1.60], [0.67, 1.85, -1.87], [1.06, 2.20, -3.15], [1.04, 1.26, -4.17], [0.61, -0.03, -3.91], [0.21, -0.39, -2.63], [-1.36, 1.30, 0.72], [-1.69, 1.28, 2.08], [-2.69, 2.10, 2.56], [-3.39, 2.94, 1.69], [-3.08, 2.94, 0.34], [-2.08, 2.12, -0.16], [-3.95, -5.28, -1.64], [-1.72, -5.14, -2.74], [0.03, -3.66, -1.86], [-3.26, -0.79, 0.73], [-4.59, -3.41, -0.06], [0.65, 2.61, -1.09], [1.36, 3.22, -3.37], [1.33, 1.54, -5.17], [0.57, -0.76, -4.71], [-0.14, -1.40, -2.44], [-1.18, 0.61, 2.76], [-2.95, 2.08, 3.61], [-4.17, 3.58, 2.07], [-3.63, 3.58, -0.34], [-1.87, 2.12, -1.22], [0.21, -5.74, 2.09], [-0.68, -5.07, 1.36], [-1.76, -5.51, 0.99], [-0.35, -3.65, 0.98], [0.57, -2.85, 1.45], [1.24, -1.87, 1.63], [-1.16, -2.96, -0.13], [-2.62, -2.85, 0.16], [-0.02, -6.68, 2.38], [1.12, -5.38, 2.32]],
  "lumo_ev": [-10.102, -10.289],
  "orbital_gap_ev": [6.5, 6.6],
  "charge": 3,
  "spin_multiplicity": 2
}

---

The following energy relative to the best compared isomer or geometry (same formula, charge and spin) values (in kJ/mol) correspond, in order, to the records above: 20.43 0.00 37.57 52.45 249.64 102.98 283.22.